Record 1
15
Properties=species:S:1:pos:R:3:forces:R:3 method="wB97M-V/def2-TZVPD" e_lumo_ev="3.98 / 3.98" homo_lumo_gap_ev="6.36 / 6.44" total_charge=-1 spin_multiplicity=1
C -1.239422 0.534872 0.341011 0.5 1.3 -2.1
C -0.541195 -0.328285 -0.784032 0.0 3.0 0.5
C 0.970167 0.110198 -0.820643 -1.6 -1.6 -1.7
N 1.798671 -0.974850 -0.336669 0.2 -3.3 1.7
O 1.104010 -1.926173 0.207309 2.0 2.1 -1.2
O 1.866919 -1.013463 2.468469 1.1 0.7 2.0
O 2.818971 -0.373039 1.658890 0.4 0.9 -0.9
H -0.902897 1.613080 0.360139 -0.6 -0.7 -0.8
H -2.337425 0.501274 0.326731 0.4 -0.2 0.4
H -0.726137 0.256319 1.212667 -0.1 -1.1 1.7
H -0.998900 -0.316970 -1.772781 -0.1 0.6 -0.1
H -0.609401 -1.330839 -0.458289 0.1 -0.9 0.3
H 1.341968 0.340706 -1.848967 -0.3 -0.5 0.4
H 1.234465 0.990565 -0.317245 0.0 1.2 1.3
H 1.300244 -1.268949 1.773838 -2.0 -1.4 -1.4

***

Record 2
16
Properties=species:S:1:pos:R:3:forces:R:3 method="wB97M-V/def2-TZVPD" e_lumo_ev=0.44 homo_lumo_gap_ev=9.51 smiles="C=C(C)OP(=N)(O)O" spin_multiplicity=1
C -0.399259 0.861430 2.482672 0.7 -1.3 -1.4
C -0.058749 0.203722 1.354644 2.2 0.1 0.2
C 1.334940 -0.313735 1.125146 -1.8 2.2 -3.3
N 0.487759 0.797271 -2.000925 -0.8 -0.9 0.0
O -0.027144 -1.737646 -1.318771 -0.9 2.0 3.6
O -2.023271 -0.322818 -1.832326 0.2 1.2 -1.8
O -0.841518 0.018727 0.215114 -0.9 0.2 1.4
P -0.493830 -0.189593 -1.308703 -0.4 0.1 -0.7
H -1.394875 1.160338 2.547860 -1.5 0.8 0.4
H 0.270036 1.001155 3.352209 -0.4 -0.3 -1.0
H 1.372290 -1.237986 0.666965 -0.2 -2.8 0.3
H 1.739060 0.176645 0.193174 -0.1 0.7 1.1
H 1.906730 -0.111877 1.933160 2.1 0.1 2.4
H 0.069423 1.561533 -2.526866 0.2 -0.1 0.3
H 0.231305 -1.981204 -2.150171 1.2 -1.1 -3.5
H -2.172899 0.114039 -2.733183 0.5 -0.9 2.0

***

Record 3
17
Properties=species:S:1:pos:R:3:forces:R:3 method="wB97M-V/def2-TZVPD" e_lumo_ev=3.33 homo_lumo_gap_ev=6.21 total_charge=-1 spin_multiplicity=1
N 1.361429 0.055718 -0.910957 0.3 -0.9 1.5
C 1.075394 0.449751 0.468188 2.5 -0.2 0.4
C 0.807857 -0.768203 1.343295 -2.4 -1.7 1.9
O 1.291568 -1.063685 2.415476 1.5 1.4 -0.9
O -0.248155 -1.623753 1.090159 0.0 0.8 -1.4
C 0.118267 1.573603 0.675257 -2.7 2.3 0.8
S -1.151645 1.964950 -0.674082 1.4 0.2 0.7
S -2.897777 1.038767 -0.312946 -0.5 -1.0 0.1
H 0.569805 -0.476273 -1.241033 -0.1 0.6 -0.8
H 1.606647 0.884021 -1.418336 -0.6 0.1 -0.7
H 2.039103 0.843252 0.876268 -0.5 -0.5 -0.1
H 0.512441 2.587331 0.809380 1.3 -0.2 -1.1
H -0.286935 1.665526 1.717003 -0.5 -1.3 -0.7
H -0.889046 -1.382152 0.384720 0.5 0.1 0.2
H -1.750422 -1.222145 -1.576754 0.3 0.3 -0.3
H -0.641768 -2.368355 -1.981229 0.3 0.7 -0.1
O -1.516763 -2.158353 -1.664408 -0.8 -0.7 0.4

***

Record 4
16
Properties=species:S:1:pos:R:3:forces:R:3 method="wB97M-V/def2-TZVPD" e_lumo_ev=3.69 homo_lumo_gap_ev=8.08 total_charge=-1 spin_multiplicity=1
O -1.382168 2.572338 -0.010659 -0.2 0.1 -0.6
C -0.719926 1.923980 0.821073 0.2 0.1 -0.2
O -0.351306 2.276100 1.950893 0.2 -0.2 0.5
C -0.311461 0.503113 0.306707 -1.0 -0.2 -0.6
C 0.246174 -0.401774 1.325350 4.5 1.8 0.3
O 0.912006 -1.522288 0.844919 -0.6 -2.6 2.8
N 0.620050 0.539503 -0.884489 -5.4 -1.8 -0.6
H -1.332007 -0.001019 0.132260 1.4 0.8 -1.1
H -0.476931 -0.684940 1.960470 -2.7 -1.1 2.3
H 1.059103 0.028439 1.960762 -0.9 0.8 -0.3
H 1.102991 -1.470111 -0.033264 0.8 0.6 -3.6
H 1.489869 0.787897 -0.651673 4.0 1.3 1.5
H 0.253460 1.234798 -1.509997 -0.2 0.3 -0.3
H 0.134184 -1.644547 -1.547524 -0.1 0.2 -0.4
H -1.047084 -1.912239 -2.416961 -2.1 0.8 -0.4
O -0.196955 -2.229255 -2.247865 2.1 -0.9 0.5

***

Record 5
16
Properties=species:S:1:pos:R:3:forces:R:3 method="wB97M-V/def2-TZVPD" e_lumo_ev=3.54 homo_lumo_gap_ev=7.88 total_charge=-1 spin_multiplicity=1
O 0.883277 -0.506707 2.198126 0.4 -0.2 0.2
C -0.190767 -0.095815 1.738215 -1.1 0.4 -0.9
O -1.229451 0.331312 2.291031 0.4 -0.2 0.4
C -0.299789 0.004144 0.162920 0.7 0.5 0.1
C -1.571882 -0.580142 -0.379425 -0.5 -0.6 -0.2
O -1.747112 -0.286897 -1.786085 -0.3 0.9 0.7
N 0.888722 -0.525359 -0.543139 -0.1 -0.1 0.3
H -0.273541 1.083822 -0.012517 -0.4 0.1 -0.1
H -2.488832 -0.250080 0.100118 0.3 0.5 0.3
H -1.569100 -1.670227 -0.207361 0.2 0.1 -0.2
H -1.558357 -1.048781 -2.296398 0.3 -1.0 -0.6
H 0.608956 -1.267259 -1.178453 0.2 0.1 0.1
H 1.462595 -0.928384 0.193004 0.0 -0.3 0.2
H 2.311409 2.559825 0.409154 0.1 -0.9 -0.7
H 2.224801 1.126918 -0.293120 -0.1 0.8 0.0
O 2.549073 2.053630 -0.396072 -0.1 0.1 0.6

***

Record 6
21
Properties=species:S:1:pos:R:3:forces:R:3 method="wB97M-V/def2-TZVPD" e_lumo_ev=-5.71 homo_lumo_gap_ev=3.23 spin_multiplicity=1
Tl -9.930300 19.929250 7.880130 -0.2 0.6 0.4
N -6.148070 19.558960 6.607550 1.7 -3.3 0.0
O -5.527660 19.032860 7.532800 0.6 0.3 0.2
O -5.869440 19.329770 5.445010 0.7 0.3 -0.9
O -7.151530 20.161170 6.855020 -3.6 2.8 0.6
O -12.118640 21.564520 7.418580 0.9 -0.5 0.4
H -12.441230 21.943330 6.577760 0.6 -0.5 0.1
O -7.934390 19.096890 9.837680 -1.2 0.5 -0.7
H -8.022270 19.715480 10.588780 -0.1 -0.1 -0.3
C -11.596120 15.865570 5.708780 0.0 -0.9 -1.3
O -12.904970 16.438300 5.926080 0.7 -1.1 0.1
C -13.078670 17.640270 6.361390 0.4 3.7 1.6
O -12.199480 18.460840 6.720470 -1.7 -2.0 -0.8
O -14.412440 17.876620 6.379030 -0.2 -1.6 -0.1
C -15.012930 19.104760 6.810660 1.9 1.3 -0.3
H -10.803470 15.799760 6.454090 -0.7 0.8 0.8
H -11.145590 16.273040 4.803740 -0.2 0.3 0.1
H -11.852530 14.832270 5.475010 0.1 0.1 0.0
H -16.093780 19.243590 6.786350 0.0 -1.5 -0.3
H -14.633460 19.803210 6.064830 0.0 0.7 0.6
H -14.674210 19.340280 7.819570 0.2 0.2 -0.2

***

Computed values of energy relative to the best compared isomer or geometry (same formula, charge and spin) (unit: kJ/mol) for the preceding records, in sequence: 837.5 65.6 104.5 155.0 68.8 0.0.
Computed values of E (unit: eV) for the preceding records, in sequence: -10867.107 -20162.753 -32545.077 -12921.619 -12922.512 -25791.434.